[1]
DFT (ωB97M-V/def2-TZVPD) results for a structure of composition C33H36N5O5PS3Tl in a non-equilibrium geometry.

Geometry as XYZ:
```
84
Properties=species:S:1:pos:R:3:forces:R:3
Tl -0.078 0.186 0.454 0.3 0.3 0.3
C 3.908 2.772 1.890 0.3 -0.1 0.1
C 2.629 2.293 1.593 -0.2 -0.2 0.0
N 2.338 1.018 1.503 -0.1 0.4 0.0
C 3.289 0.100 1.722 0.8 0.0 0.1
C 4.628 0.483 2.023 -0.4 0.0 -0.1
C 4.912 1.863 2.085 -0.2 0.1 -0.1
C 5.594 -0.496 2.300 0.3 -0.3 0.2
C 5.214 -1.815 2.367 0.5 0.5 0.1
C 3.918 -2.213 2.091 -0.6 0.0 -0.2
C 2.925 -1.300 1.695 0.3 -0.6 0.2
N 1.651 -1.603 1.433 -0.5 0.5 -0.1
C 1.142 -2.804 1.126 0.4 -0.2 -0.2
C 1.808 -3.858 0.481 0.1 0.4 0.2
C 1.156 -5.030 0.127 -0.5 -0.4 0.1
C -0.174 -5.234 0.418 0.3 -0.4 -0.2
C -0.908 -4.213 1.042 0.1 0.4 0.2
C -2.279 -4.333 1.349 -0.1 0.2 0.1
C -2.949 -3.271 1.894 0.0 -0.3 -0.1
C -2.247 -2.078 2.112 0.2 0.1 0.0
N -0.967 -1.941 1.863 -0.3 0.0 0.4
C -0.274 -2.978 1.364 -0.2 -0.8 -0.1
H 4.079 3.835 1.973 0.1 0.1 0.0
H 1.809 2.979 1.437 -0.1 0.1 -0.1
H 5.921 2.182 2.309 0.1 0.0 0.0
H 6.611 -0.195 2.508 0.1 0.0 0.0
H 5.942 -2.563 2.655 0.1 -0.1 0.0
H 3.653 -3.252 2.215 0.0 0.0 -0.1
H 2.845 -3.732 0.214 0.1 0.0 0.0
H 1.712 -5.803 -0.388 0.0 -0.1 0.0
H -0.669 -6.156 0.152 0.0 -0.1 0.0
H -2.783 -5.271 1.158 0.0 0.0 -0.1
H -3.999 -3.337 2.141 -0.1 0.0 0.0
H -2.749 -1.200 2.499 -0.1 0.1 0.0
S 0.684 2.764 -4.598 0.5 0.0 -0.4
C 0.515 1.795 -3.201 -0.2 0.1 0.0
S 1.349 0.607 -2.468 0.1 0.0 -0.1
S -0.956 2.630 -2.958 -0.4 0.3 -0.1
C -6.394 1.872 -1.677 0.3 0.0 0.2
C -5.362 1.759 -0.552 -1.0 -0.2 0.2
C -5.374 0.353 0.052 0.1 0.2 -0.2
C -5.624 2.815 0.518 0.1 0.0 -0.2
O -4.105 1.994 -1.184 0.4 0.0 -0.1
P -2.761 2.261 -0.370 0.5 0.2 -0.5
O -1.659 1.905 -1.383 -0.2 -0.1 0.5
O -2.624 1.530 0.907 -0.5 0.2 0.0
O -2.853 3.858 -0.215 -0.2 -0.6 -0.3
C -1.917 4.638 0.526 0.5 0.8 0.6
C -2.001 4.307 2.017 -0.1 0.0 -0.2
C -0.489 4.422 0.031 -0.3 0.0 -0.1
C -2.353 6.089 0.289 0.1 -0.5 0.0
H -7.394 1.685 -1.292 -0.1 0.0 0.0
H -6.171 1.148 -2.457 0.0 -0.1 -0.1
H -6.353 2.868 -2.110 0.0 0.1 -0.1
H -6.304 0.173 0.586 -0.1 0.0 0.0
H -4.537 0.256 0.736 0.0 -0.1 0.2
H -5.270 -0.391 -0.735 0.0 -0.1 -0.1
H -6.619 2.689 0.943 0.0 0.0 0.0
H -5.546 3.806 0.074 0.0 0.1 0.0
H -4.875 2.723 1.300 0.0 0.0 0.2
H -1.679 3.286 2.198 0.0 -0.1 0.1
H -3.027 4.419 2.364 -0.1 0.0 0.1
H -1.364 4.990 2.572 0.1 0.1 0.1
H -0.214 3.375 0.148 0.2 0.0 0.0
H 0.191 5.046 0.610 0.1 0.0 0.1
H -0.405 4.687 -1.021 0.1 0.0 0.0
H -3.379 6.218 0.624 -0.1 0.1 0.0
H -2.297 6.324 -0.770 0.0 0.0 -0.1
H -1.707 6.765 0.843 0.1 0.1 0.1
N -2.601 -4.498 -5.176 0.2 -0.3 -0.3
C -3.388 -3.761 -4.352 0.1 -0.1 0.0
O -4.592 -3.702 -4.489 -0.2 0.1 0.0
C -2.644 -3.054 -3.265 0.1 0.3 0.4
C -3.143 -1.859 -2.756 0.0 -0.2 -0.1
C -2.424 -1.206 -1.767 -0.2 -0.1 -0.2
N -1.263 -1.650 -1.311 0.1 0.0 0.1
C -0.786 -2.788 -1.787 0.0 -0.2 -0.2
C -1.450 -3.542 -2.742 -0.1 0.1 -0.1
H -3.028 -4.956 -5.964 0.0 0.1 0.1
H -1.601 -4.415 -5.151 0.0 0.0 0.0
H -4.067 -1.458 -3.141 -0.1 0.0 0.0
H -2.779 -0.284 -1.333 -0.1 0.1 0.0
H 0.168 -3.106 -1.393 0.1 -0.1 0.0
H -1.046 -4.496 -3.048 0.1 -0.1 0.0
```
Positions in Å, forces in eV/Å.

orbital gap: 6.204 eV
electronic energy: -3637.7609 hartree
LUMO energy: 2.397 eV
largest force on an atom: 1.06 eV/Å
net charge: -1

[2]
DFT (ωB97M-V/def2-TZVPD) results for a structure of composition C33H36N6O4S2Ti in a non-equilibrium geometry.

Geometry as XYZ:
```
82
Properties=species:S:1:pos:R:3:forces:R:3
Ti 1.550 -0.569 -0.444 0.3 0.8 0.1
C 5.109 2.892 -2.548 0.0 -0.3 0.1
S 5.502 1.123 -2.478 0.0 0.0 0.0
C 3.979 0.359 -2.109 -0.5 -0.1 -0.2
S 2.450 1.142 -2.150 0.3 -0.2 0.0
N 4.105 -0.921 -1.861 1.0 -0.1 -0.2
N 2.986 -1.537 -1.442 0.7 -1.3 -0.7
C 3.011 -2.840 -1.463 0.6 0.6 -0.3
C 1.914 -3.518 -0.862 -0.6 -0.3 0.3
C 1.822 -4.914 -0.833 0.2 0.2 -0.1
C 0.719 -5.506 -0.268 -0.2 0.1 0.1
C -0.278 -4.683 0.256 0.2 -0.2 -0.1
C -0.106 -3.318 0.215 -0.1 0.1 0.1
N 0.966 -2.712 -0.316 0.3 -0.7 -0.1
H 5.723 3.336 -3.327 0.0 0.0 0.0
H 5.342 3.343 -1.586 -0.1 0.1 0.0
H 4.058 3.013 -2.787 0.0 0.1 0.0
H 3.855 -3.355 -1.903 0.0 0.0 0.1
H 2.624 -5.502 -1.259 0.0 0.0 0.0
H 0.622 -6.582 -0.232 0.0 0.0 0.0
H -1.169 -5.106 0.697 0.0 0.1 0.0
H -0.874 -2.687 0.637 0.1 0.1 0.0
C -2.974 1.861 4.257 0.0 0.0 0.0
C -3.305 0.514 3.594 -0.1 0.0 0.1
C -4.637 0.633 2.849 0.1 0.0 0.0
C -3.450 -0.573 4.673 0.0 0.0 -0.1
C -2.160 0.150 2.665 0.1 0.0 0.0
C -0.902 -0.170 3.180 0.0 0.0 -0.1
C 0.132 -0.477 2.322 0.0 0.0 0.2
N -0.012 -0.499 0.997 -1.0 -0.1 0.2
C -1.213 -0.213 0.473 0.0 0.0 0.5
C -2.291 0.122 1.282 0.0 0.0 -0.2
C -1.295 -0.340 -0.996 -0.1 0.0 -0.4
C -2.500 -0.356 -1.683 -0.1 0.0 0.2
C -2.535 -0.533 -3.060 0.2 0.0 0.0
C -1.296 -0.662 -3.694 -0.2 0.0 0.0
C -0.136 -0.651 -2.956 0.0 -0.1 -0.1
N -0.113 -0.506 -1.623 -1.9 0.2 -0.8
C -3.823 -0.631 -3.855 -0.1 0.0 -0.1
C -5.059 -0.403 -2.983 0.1 0.0 0.0
C -3.810 0.413 -4.982 0.0 0.0 0.1
C -3.897 -2.045 -4.459 0.0 0.1 0.0
H -3.778 2.140 4.940 0.0 0.0 0.0
H -2.871 2.649 3.509 0.0 0.0 0.0
H -2.046 1.806 4.827 0.0 0.0 0.0
H -5.428 0.850 3.565 0.0 0.0 0.0
H -4.889 -0.303 2.346 0.0 0.0 0.0
H -4.624 1.444 2.118 0.0 0.0 0.0
H -4.321 -0.355 5.291 0.0 0.0 0.0
H -2.581 -0.619 5.329 0.0 0.0 0.0
H -3.593 -1.554 4.216 0.0 0.0 0.0
H -0.715 -0.175 4.244 0.0 0.0 0.0
H 1.116 -0.722 2.702 0.0 0.0 0.0
H -3.236 0.367 0.823 0.0 0.0 0.0
H -3.420 -0.249 -1.130 0.0 0.0 0.0
H -1.228 -0.778 -4.766 0.0 0.0 0.0
H 0.825 -0.764 -3.439 0.0 0.0 0.0
H -5.044 0.584 -2.517 0.0 0.0 0.0
H -5.150 -1.166 -2.208 0.0 0.0 0.0
H -5.950 -0.460 -3.607 0.0 0.0 0.0
H -3.699 1.420 -4.577 0.0 0.0 0.0
H -4.750 0.369 -5.533 0.0 0.0 0.0
H -3.001 0.234 -5.690 0.0 0.0 0.0
H -3.915 -2.802 -3.673 0.0 0.0 0.0
H -3.047 -2.249 -5.110 0.0 0.0 0.0
H -4.809 -2.141 -5.050 0.0 0.0 0.0
O 1.609 1.309 0.460 0.1 0.5 0.6
C 2.678 0.921 0.999 0.0 0.7 0.4
O 2.950 -0.327 0.959 0.6 -0.1 0.5
C 3.613 1.896 1.603 0.0 0.1 0.0
C 3.127 3.146 1.981 0.0 -0.1 0.0
C 3.990 4.088 2.508 0.1 0.1 0.1
C 5.334 3.768 2.617 -0.3 -0.3 -0.1
C 5.833 2.531 2.243 0.2 0.2 0.1
C 4.961 1.582 1.742 -0.1 -0.1 0.0
N 6.265 4.779 3.150 0.2 0.2 0.1
O 5.780 5.789 3.620 0.1 -0.2 -0.1
O 7.453 4.536 3.081 -0.2 0.0 0.0
H 2.075 3.361 1.859 0.0 0.0 0.0
H 3.648 5.061 2.825 0.0 0.0 0.0
H 6.890 2.339 2.354 0.0 0.0 0.0
H 5.316 0.603 1.450 0.0 0.0 0.0
```
Positions in Å, forces in eV/Å.

orbital gap (spin up / spin down): 6.595 / 6.719 eV
2S+1: 2
electronic energy: -3554.3316 hartree
LUMO energy (spin up / spin down): -3.556 / -3.752 eV
largest force on an atom: 2.04 eV/Å
energy relative to the best compared isomer or geometry (same formula, charge and spin): 0.0 kJ/mol
net charge: +1